Entry one
A structure of composition C34H37MgN6O3P2S, computed with ωB97M-V with the def2-TZVPD basis set.

Element x y z (Å)
Mg: 0.25 1.05 -1.54
O: 0.96 -0.80 -0.95
P: 0.55 -1.70 0.19
C: -0.91 -0.95 1.03
P: -0.49 0.74 1.56
O: 0.07 1.52 0.40
C: 0.65 0.63 2.92
C: 1.86 1.33 2.83
C: 2.78 1.24 3.85
C: 2.51 0.46 4.98
C: 1.31 -0.22 5.08
C: 0.38 -0.15 4.05
C: -2.04 1.48 2.09
C: -2.33 1.82 3.42
C: -3.54 2.41 3.73
C: -4.47 2.67 2.74
C: -4.19 2.35 1.42
C: -2.98 1.76 1.10
C: -0.15 -3.21 -0.53
C: 0.27 -4.47 -0.11
C: -0.24 -5.61 -0.73
C: -1.15 -5.48 -1.77
C: -1.55 -4.22 -2.20
C: -1.05 -3.09 -1.58
C: 1.77 -2.00 1.37
C: 3.07 -1.44 1.22
C: 4.03 -1.64 2.18
C: 3.77 -2.42 3.33
C: 2.50 -3.00 3.47
C: 1.51 -2.80 2.53
H: -1.19 -1.55 1.90
H: -1.78 -0.91 0.36
H: 2.07 1.92 1.94
H: 3.73 1.76 3.76
H: 3.24 0.39 5.77
H: 1.10 -0.83 5.94
H: -0.55 -0.70 4.14
H: -1.59 1.63 4.19
H: -3.76 2.67 4.76
H: -5.41 3.14 2.99
H: -4.89 2.56 0.62
H: -2.77 1.52 0.06
H: 0.99 -4.56 0.68
H: 0.08 -6.59 -0.40
H: -1.54 -6.37 -2.26
H: -2.25 -4.13 -3.02
H: -1.33 -2.10 -1.94
H: 3.29 -0.82 0.36
H: 5.01 -1.19 2.05
H: 4.54 -2.59 4.07
H: 2.28 -3.60 4.34
H: 0.54 -3.25 2.69
O: -0.50 2.84 -2.09
N: -1.16 3.74 -1.37
C: -0.44 4.50 -0.52
C: -1.02 5.47 0.24
C: -2.39 5.68 0.12
C: -3.11 4.89 -0.74
C: -2.52 3.87 -1.51
S: -3.45 2.84 -2.50
H: 0.61 4.26 -0.51
H: -0.40 6.06 0.91
H: -2.89 6.44 0.71
H: -4.18 5.02 -0.85
C: 3.22 -1.61 -3.36
N: 2.06 -1.19 -4.13
C: 1.31 -2.28 -4.76
C: 1.50 0.00 -3.85
N: 1.90 0.83 -2.95
N: 0.41 0.37 -4.68
C: -0.81 0.73 -4.16
N: -1.61 1.47 -4.97
N: -1.16 0.31 -2.99
H: 3.63 -2.51 -3.81
H: 2.94 -1.82 -2.32
H: 3.99 -0.84 -3.38
H: 1.06 -3.03 -4.01
H: 1.92 -2.74 -5.55
H: 0.39 -1.90 -5.20
H: 2.65 0.42 -2.39
H: 0.68 0.78 -5.56
H: -1.16 2.00 -5.69
H: -2.31 2.01 -4.44
H: -2.07 0.72 -2.75

* spin multiplicity: 2
* highest occupied orbital energy (alpha / beta): -3.7833 / -7.3098 eV
* expectation value of S²: 0.7616
* net charge: 0

***

Entry two
A structure of composition C34H37MgN6O3P2S, computed with ωB97M-V with the def2-TZVPD basis set.

Element x y z (Å)
Mg: 0.86 -0.96 0.75
O: 1.29 0.98 0.38
P: 0.04 1.80 0.35
C: -1.32 1.04 -0.63
P: -0.45 -0.06 -1.84
O: 0.14 -1.22 -1.07
C: 0.69 0.91 -2.75
C: 2.05 0.51 -2.82
C: 2.93 1.21 -3.60
C: 2.50 2.31 -4.37
C: 1.15 2.69 -4.34
C: 0.25 2.01 -3.55
C: -1.71 -0.67 -2.97
C: -2.59 -1.64 -2.48
C: -3.48 -2.28 -3.33
C: -3.51 -1.96 -4.68
C: -2.63 -1.00 -5.17
C: -1.73 -0.37 -4.33
C: -0.57 2.38 1.94
C: 0.37 2.57 2.95
C: -0.02 3.02 4.20
C: -1.36 3.30 4.45
C: -2.30 3.14 3.44
C: -1.91 2.68 2.19
C: 0.35 3.38 -0.47
C: 1.66 3.71 -0.79
C: 1.94 4.94 -1.37
C: 0.92 5.84 -1.63
C: -0.39 5.52 -1.29
C: -0.67 4.29 -0.71
H: -1.90 1.80 -1.16
H: -1.98 0.43 0.00
H: 2.37 -0.36 -2.26
H: 3.97 0.90 -3.66
H: 3.20 2.88 -4.97
H: 0.81 3.52 -4.94
H: -0.79 2.32 -3.52
H: -2.57 -1.87 -1.42
H: -4.16 -3.03 -2.94
H: -4.21 -2.45 -5.34
H: -2.65 -0.75 -6.23
H: -1.03 0.36 -4.72
H: 1.41 2.34 2.75
H: 0.71 3.14 4.99
H: -1.67 3.64 5.43
H: -3.34 3.36 3.63
H: -2.65 2.54 1.41
H: 2.44 2.98 -0.62
H: 2.96 5.19 -1.64
H: 1.14 6.79 -2.09
H: -1.19 6.22 -1.48
H: -1.69 4.05 -0.42
O: -0.65 -0.34 1.80
N: -0.67 -0.53 3.11
C: -1.88 -0.53 3.72
C: -2.00 -0.65 5.08
C: -0.84 -0.77 5.86
C: 0.38 -0.79 5.22
C: 0.49 -0.69 3.83
S: 1.99 -0.79 3.03
H: -2.72 -0.42 3.06
H: -2.98 -0.64 5.52
H: -0.91 -0.84 6.94
H: 1.30 -0.88 5.78
C: -1.01 -4.95 -0.50
N: 0.32 -5.02 0.09
C: 1.09 -6.22 -0.18
C: 0.77 -3.95 0.78
N: 0.07 -2.92 1.11
N: 2.14 -4.01 1.18
C: 2.98 -2.93 1.01
N: 4.21 -3.08 1.61
N: 2.65 -1.96 0.24
H: -1.09 -5.72 -1.26
H: -1.16 -3.98 -0.98
H: -1.79 -5.12 0.25
H: 1.36 -6.29 -1.23
H: 0.51 -7.10 0.10
H: 2.01 -6.21 0.40
H: -0.89 -2.96 0.80
H: 2.30 -4.54 2.03
H: 4.29 -3.74 2.36
H: 4.70 -2.22 1.79
H: 3.40 -1.27 0.15

* spin multiplicity: 2
* highest occupied orbital energy (alpha / beta): -2.9272 / -7.1671 eV
* expectation value of S²: 0.7648
* net charge: 0

***

It comes down to entry one, which is 12.6 kcal/mol more stable than the next structure.

***

Entry one
An isolated molecule of C16H25N3O, computed with ωB97M-V with the def2-TZVPD basis set.

Element x y z (Å)
O: -1.07 -1.59 1.38
N: 0.19 1.51 -0.31
C: -0.21 -0.80 1.51
C: -0.42 1.77 -1.42
C: -2.07 1.34 -0.07
C: -1.83 1.76 -1.35
N: -0.87 1.08 0.48
N: 1.11 -1.19 1.45
C: -0.64 0.63 1.77
C: -3.18 1.61 -4.99
C: 0.18 2.09 -2.80
C: -2.75 1.89 -2.48
C: 1.49 -2.64 1.21
C: 2.26 -0.37 1.76
C: 1.39 -3.62 2.31
C: 2.62 -0.45 3.29
C: 1.60 -2.97 3.74
C: 2.72 -1.89 3.89
C: -0.83 2.41 -3.95
C: -2.14 1.52 -3.82
H: -3.00 1.23 0.45
H: 0.02 1.33 2.37
H: -1.60 0.56 2.26
H: -3.31 2.66 -5.42
H: -4.02 1.26 -4.65
H: -2.92 0.89 -5.75
H: 0.86 1.34 -3.19
H: 0.90 2.99 -2.76
H: -3.55 1.25 -2.23
H: -3.00 2.95 -2.53
H: 0.83 -3.01 0.41
H: 2.43 -2.64 0.60
H: 1.99 0.60 1.47
H: 3.20 -0.74 1.23
H: 0.42 -4.07 2.21
H: 2.10 -4.45 2.21
H: 3.67 -0.15 3.46
H: 1.95 0.06 3.95
H: 0.63 -2.44 3.86
H: 1.58 -3.71 4.51
H: 2.92 -1.64 4.94
H: 3.57 -2.44 3.47
H: -0.37 2.12 -4.92
H: -1.07 3.42 -3.88
H: -1.80 0.52 -3.67

* highest occupied orbital energy: -8.3750 eV
* net charge: 0
* structure (SMILES): C[C@H]1CCc2nn(CC(=O)N3CCCCCC3)cc2C1

***

Entry two
An isolated molecule of C16H25N3O, computed with ωB97M-V with the def2-TZVPD basis set.

Element x y z (Å)
C: -5.88 -2.45 0.13
H: -5.11 -2.81 -0.54
H: -5.50 -2.53 1.15
H: -6.76 -3.08 0.03
C: -6.22 -0.99 -0.19
C: -5.01 -0.12 -0.04
C: -4.70 0.48 1.17
C: -3.56 1.24 1.32
C: -2.68 1.42 0.26
C: -2.99 0.84 -0.97
C: -4.14 0.08 -1.11
H: -4.37 -0.36 -2.07
H: -2.36 1.02 -1.83
N: -1.54 2.21 0.45
C: -0.28 2.14 -0.11
O: 0.52 3.02 0.10
N: -0.03 1.04 -0.89
H: -0.63 0.24 -0.77
C: 1.31 0.79 -1.35
C: 2.12 -0.04 -0.34
N: 3.43 -0.36 -0.89
C: 3.98 -1.63 -0.44
C: 4.50 -1.59 1.00
C: 5.56 -0.50 1.13
C: 4.98 0.83 0.66
C: 4.41 0.70 -0.75
H: 3.95 1.64 -1.06
H: 5.22 0.47 -1.45
H: 5.75 1.60 0.67
H: 4.19 1.15 1.35
H: 5.91 -0.43 2.16
H: 6.42 -0.76 0.50
H: 4.92 -2.56 1.27
H: 3.68 -1.38 1.69
H: 3.21 -2.40 -0.55
H: 4.80 -1.88 -1.11
H: 2.17 0.53 0.60
H: 1.59 -0.97 -0.14
H: 1.26 0.25 -2.30
H: 1.78 1.76 -1.51
H: -1.62 2.93 1.15
H: -3.34 1.71 2.27
H: -5.37 0.36 2.01
H: -7.00 -0.65 0.49
H: -6.60 -0.93 -1.21

* highest occupied orbital energy: -8.1412 eV
* net charge: 0
* structure (SMILES): CCc1ccc(NC(=O)NCCN2CCCCC2)cc1

***

It comes down to entry two, which is 75.9 kcal/mol more stable than the next structure.

***

Entry one
A cluster of 2 separate species, C2H8NS in total, computed with ωB97M-V with the def2-TZVPD basis set.

Element x y z (Å)
C: 0.91 -1.32 1.30
C: -0.07 -2.06 -0.81
N: 0.19 -1.14 0.03
H: 0.22 -1.02 2.11
H: 1.72 -0.56 1.27
H: 1.23 -2.36 1.39
H: 0.09 -3.07 -0.54
H: -0.48 -1.77 -1.82
H: -0.10 -0.19 -0.19
S: -0.42 2.07 -0.24
H: -1.71 1.52 -0.04
H: -0.58 2.48 -1.45

* highest occupied orbital energy: -14.1925 eV
* net charge: +1

***

Entry two
A cluster of 2 separate species, C2H8NS in total, computed with ωB97M-V with the def2-TZVPD basis set.

Element x y z (Å)
C: 0.33 1.31 0.12
C: -0.81 0.36 -0.03
N: 0.53 -1.49 -0.67
S: -1.59 -0.39 1.31
H: -0.27 2.29 0.30
H: 0.74 1.47 -0.93
H: 1.15 1.20 0.84
H: -1.30 0.44 -0.91
H: 0.89 -1.92 0.24
H: 1.18 -1.45 -1.34
H: -0.39 -1.64 -1.07
H: -0.46 -0.17 2.16

* highest occupied orbital energy: -14.8769 eV
* net charge: +1

***

Entry three
A cluster of 2 separate species, C2H8NS in total, computed with ωB97M-V with the def2-TZVPD basis set.

Element x y z (Å)
C: -0.63 -1.44 -1.15
C: 1.24 0.12 -1.30
N: 0.78 -1.06 -1.30
H: -0.71 -2.24 -0.42
H: -1.05 -1.76 -2.10
H: -1.17 -0.55 -0.82
H: 0.59 0.98 -1.14
H: 2.31 0.26 -1.45
H: 1.44 -1.82 -1.41
S: -0.54 1.27 1.77
H: -1.81 1.04 1.43
H: -0.36 -0.04 2.01

* highest occupied orbital energy: -13.5171 eV
* net charge: +1

***

It comes down to entry three, which is 1.6 kcal/mol more stable than the next structure.

***

Entry one
The ion C5H9N4O with charge +1, computed with ωB97M-V with the def2-TZVPD basis set.

Element x y z (Å)
C: -1.62 2.06 -0.64
C: -0.38 1.34 -0.52
C: -0.01 -2.01 0.60
C: 1.09 -1.12 0.94
C: -0.13 -0.05 -0.71
N: -1.35 3.23 -0.19
N: 0.54 2.06 0.01
N: -0.88 -1.08 -0.01
N: 1.25 -0.41 -0.28
O: -0.06 3.27 0.18
H: -2.62 1.72 -0.87
H: 0.24 -2.91 0.08
H: -0.45 -2.24 1.54
H: 0.94 -0.33 1.68
H: 1.92 -1.69 1.20
H: -0.12 -0.24 -1.84
H: -1.87 -1.23 -0.03
H: 1.76 0.55 -0.22
H: 1.77 -0.90 -0.95

* highest occupied orbital energy: -13.8204 eV
* net charge: +1
* structure (SMILES): c1nonc1[C@@H]1NCC[NH2+]1

***

Entry two
The ion C5H9N4O with charge +1, computed with ωB97M-V with the def2-TZVPD basis set.

Element x y z (Å)
C: -0.22 1.98 0.08
C: 1.58 -0.35 -0.25
C: -1.48 1.30 -0.04
C: -1.28 -0.04 -0.73
C: -0.70 -1.14 0.26
N: 0.89 2.26 0.19
N: 3.69 -1.01 -0.18
N: 0.71 -0.75 0.62
N: 2.94 -0.06 -0.08
O: 3.36 1.30 -0.05
H: -1.95 1.27 0.99
H: -2.35 1.89 -0.44
H: -2.31 -0.18 -1.12
H: -0.54 0.28 -1.46
H: -1.20 -1.33 1.22
H: -0.59 -2.00 -0.36
H: 2.60 2.00 0.12
H: 4.65 -0.70 -0.39
H: 0.79 -0.69 1.58

* highest occupied orbital energy (alpha / beta): -13.9851 / -13.9855 eV
* net charge: +1

***

It comes down to entry one, which is 57.9 kcal/mol more stable than the next structure.